No. 1
Below is a single C4H8N2O molecule, with properties calculated with ωB97M-V/def2-TZVPD.

XYZ file:
```
15
Properties=species:S:1:pos:R:3
C -2.23026 0.57117 0.60197
N -0.99707 -0.20586 0.59266
C 0.64153 0.07409 -0.69822
C 2.01986 -0.35925 -0.34445
O 2.90468 0.69878 -0.07511
C -0.51062 -0.80378 -0.68943
N -0.89900 -1.67015 -1.45849
H -3.11667 -0.07190 0.56450
H -2.28273 1.20303 1.49282
H -2.24212 1.21204 -0.28391
H -0.89023 -0.81598 1.40056
H 0.54809 1.08062 -1.11377
H 2.40152 -0.88715 -1.23027
H 1.99056 -1.10445 0.46332
H 2.66247 1.07880 0.77782
```

As for the HOMO-LUMO gap (spin up / spin down): 9.588 / 6.327 eV.

No. 2
Below is a molecular structure, C4H8N2O, with properties calculated with ωB97M-V/def2-TZVPD.

XYZ file:
```
15
Properties=species:S:1:pos:R:3
N 1.57099 0.52317 -1.14270
C 1.69149 -0.50582 -0.26310
O 2.70627 -1.16071 -0.11671
C 0.44381 -0.83869 0.55871
N -0.76428 -0.12763 0.21074
C -1.15631 1.14067 0.50783
C -1.81040 -0.46317 -0.57621
H 2.41743 0.83644 -1.59428
H 0.79836 1.16621 -1.06603
H 0.26712 -1.91354 0.46906
H 0.68250 -0.62532 1.60860
H -1.22483 1.47732 1.54533
H -1.27820 1.86816 -0.28686
H -2.80254 -0.49816 -0.14600
H -1.65348 -0.85790 -1.58375
```

As for the HOMO-LUMO gap: 8.790 eV.

No. 3
Below is 2 unconnected molecules or ions with the total composition C4H8N2O, with properties calculated with ωB97M-V/def2-TZVPD.

XYZ file:
```
15
Properties=species:S:1:pos:R:3
N -1.25709 -1.88288 -0.74888
C -0.94937 -0.53616 -0.78145
O -1.70736 0.28734 -1.26772
C -0.40534 0.19018 1.36764
N 0.78460 0.63992 0.98350
C 1.12889 1.68070 0.02797
C 1.56844 0.26080 -0.06880
H -2.01597 -2.17183 -1.35392
H -0.48647 -2.53172 -0.67787
H -1.16426 0.92456 1.62025
H -0.44994 -0.78835 1.83745
H 0.33208 1.99516 -0.64941
H 1.76030 2.47215 0.43024
H 0.30554 -0.35660 -0.68199
H 2.55595 -0.18328 -0.03701
```

As for the HOMO-LUMO gap (spin up / spin down): 8.102 / 8.101 eV.

No. 4
Below is a single C4H8N2O molecule, with properties calculated with ωB97M-V/def2-TZVPD.

XYZ file:
```
15
Properties=species:S:1:pos:R:3
H 2.17180 1.62960 0.64730
N 2.19945 0.83087 0.01500
C 1.04751 0.25206 -0.04543
C 0.87237 -0.97244 -0.83003
C -0.22349 -1.74278 -0.61799
O -0.79840 -2.05365 0.57837
N -0.03865 0.69032 0.72510
C -1.26063 1.16982 0.09028
H 1.48338 -1.08690 -1.71739
H -0.58782 -2.43011 -1.37588
H -0.35351 -1.50764 1.25541
H 0.23754 1.31373 1.47856
H -1.23522 1.05011 -0.99640
H -1.39724 2.23526 0.30178
H -2.11711 0.62174 0.49130
```

As for the HOMO-LUMO gap: 9.534 eV. Its SMILES is [H]/N=C(/C=C\O)NC.

No. 5
Below is a single C4H8N2O molecule, with properties calculated with ωB97M-V/def2-TZVPD.

XYZ file:
```
15
Properties=species:S:1:pos:R:3
C 1.20183 -1.48293 0.36781
N 0.39380 -0.37215 -0.08027
C 0.60115 0.89766 -0.11288
C -1.17362 -0.30816 -0.32654
C -0.73738 1.44976 -0.30285
O 1.81884 1.44211 -0.05270
N -1.87824 -0.82796 0.64469
H 1.73289 2.40134 0.01343
H -2.70957 -1.28834 0.29104
H -1.32481 -0.54687 -1.38797
H 1.55804 -2.06316 -0.48559
H 2.05271 -1.13016 0.95020
H 0.55124 -2.10337 0.98571
H -0.87571 2.15792 -1.12325
H -1.21119 1.77428 0.61919
```

As for the HOMO-LUMO gap: 7.394 eV.

No. 6
Below is 2 unconnected molecules or ions with the total composition C4H8N2O, with properties calculated with ωB97M-V/def2-TZVPD.

XYZ file:
```
15
Properties=species:S:1:pos:R:3
C 1.19616 -0.31984 -0.52590
C 0.21521 -1.00741 -1.31675
C -1.08318 -1.34950 -0.40092
C -0.92220 0.63264 0.77988
H 2.28936 1.77689 1.02069
H 2.05540 -1.14128 -0.32574
H 1.67921 0.82941 -0.79422
H 0.21294 -0.46926 -2.45980
H 0.62228 -2.01296 -1.54884
H -1.80924 -1.54657 -1.11325
H -0.94887 -1.96775 0.42856
H -1.20164 1.47101 1.23414
N 0.59984 0.37897 0.85325
N -1.69946 -0.16425 0.30558
O 1.04525 1.72778 0.52860
```

As for the HOMO-LUMO gap: 9.348 eV.

No. 7
Below is a single C4H8N2O molecule, with properties calculated with ωB97M-V/def2-TZVPD.

XYZ file:
```
15
Properties=species:S:1:pos:R:3
C 2.30530 -0.01855 0.20968
C 1.02637 -0.59668 -0.30167
C 0.04451 -0.81170 0.80416
N -0.68184 0.40263 0.45535
C -1.56895 0.57258 -0.60762
O -1.93971 1.69185 -0.91198
N -2.04957 -0.57428 -1.18775
H 2.39124 0.06925 1.30430
H 3.10532 -0.67110 -0.17978
H 2.51135 0.95458 -0.24603
H -0.58108 -1.70351 0.71839
H 0.38426 -0.72070 1.84700
H -0.42581 1.28222 0.88129
H -1.51440 -1.43309 -1.13516
H -2.50810 -0.40588 -2.07143
```

As for the HOMO-LUMO gap: 8.918 eV.

No. 8
Below is a molecular structure, C4H8N2O2, with properties calculated with ωB97M-V/def2-TZVPD.

XYZ file:
```
16
Properties=species:S:1:pos:R:3
C 2.37220 -0.18692 -0.00024
C 1.02408 0.37631 -0.41587
C 0.17427 -0.92143 -0.11802
C -3.25479 -0.21150 0.24981
H 2.46107 -1.08363 -0.55125
H 3.14595 0.63428 -0.34659
H 2.72211 -0.27754 1.15465
H 1.24351 0.82584 -1.55156
H 0.88682 1.52847 1.23230
H 0.68650 -1.82979 -0.23514
H -1.62820 1.01211 -0.71512
H -3.08513 -1.16500 1.18315
N -1.13168 -0.85747 0.17254
N -1.96891 0.17819 -0.15078
O 0.57544 1.42126 0.34366
O -4.22325 0.55681 -0.25154
```

As for the HOMO-LUMO gap: 9.564 eV.

No. 9
Below is a single C4H8N2O2 molecule, with properties calculated with ωB97M-V/def2-TZVPD.

XYZ file:
```
16
Properties=species:S:1:pos:R:3
C 0.40391 -1.12806 1.62681
C 0.55042 -0.27820 0.60362
N -0.46340 0.42225 0.12040
C -1.70986 -0.29211 -0.12747
C -0.18121 1.42359 -0.89739
N 2.07434 -0.37783 -0.12885
O 2.10648 -0.21238 -1.34884
O 2.97553 -0.76172 0.55647
H 1.28518 -1.52000 2.03820
H -0.44201 -0.95881 2.21124
H -2.50195 0.50820 -0.20441
H -1.52449 -0.71211 -1.17225
H -2.04742 -1.00865 0.58936
H -0.52993 2.37912 -0.66337
H 0.74866 1.31527 -1.35033
H -0.74425 1.20144 -1.85320
```

As for the HOMO-LUMO gap: 8.792 eV. Its SMILES is C=C(N(C)C)[N+](=O)[O-].

No. 10
Below is 2 unconnected molecules or ions with the total composition C4H8N2O2, with properties calculated with ωB97M-V/def2-TZVPD.

XYZ file:
```
16
Properties=species:S:1:pos:R:3
C 1.29848 1.27039 -0.19597
N 0.63501 -0.00055 -0.09619
N 0.83166 -1.07203 -1.04514
C 0.10742 -2.13334 -0.55607
C -0.53292 -1.80207 0.55065
C -0.05893 -0.47113 0.98181
O -0.30017 0.12650 2.03412
H 0.67065 2.06780 -0.47819
H 1.88923 1.39438 0.78829
H 2.08371 1.10192 -0.91719
H 1.52438 -1.09886 -1.78493
H 0.27453 -2.88934 -1.19820
H -1.16317 -2.52949 1.15802
O -2.11117 0.72239 0.54519
H -2.30103 0.75170 1.35365
H -3.02808 0.89536 0.17870
```

As for the HOMO-LUMO gap: 8.801 eV. Its SMILES is Cn1[nH]ccc1=O.O.